# 1
Computed, not measured: a 2-piece molecular cluster, BrH2IO2Si overall at a distorted geometry, with wB97M-V/def2-TZVPD.

CARTESIAN COORDINATES (ANGSTROEM)
I (2.452560, 1.611505, -0.114668)
Br (-2.387041, 2.315212, -0.109917)
Si (-1.422444, 0.409906, 0.393403)
O (-0.771640, 0.327027, 1.737903)
O (-1.569042, -0.552544, -0.845097)
H (3.738215, 2.402302, 0.343180)
H (-1.333510, -1.491194, -1.124171)

Forces on atoms 1 to 3 (eV/Å):
-0.45 -0.31 -0.15
0.06 -0.40 -0.18
-0.39 1.12 0.03

Its LUMO energy is -0.45 eV. The value obtained for the highest occupied orbital energy is -0.3680 Ha. As for the energy above the lowest of the compared OMol25 structures with the same formula, charge and spin: 261.5 kJ/mol. The structure (SMILES) is O=[Si](O)Br.I.

***

# 2
Computed, not measured: C16H25LuN5O6 as an isolated structure at a distorted geometry, with wB97M-V/def2-TZVPD.

CARTESIAN COORDINATES (ANGSTROEM)
Lu (-0.219028, -0.007254, -1.987124)
O (-1.289546, 2.088172, 0.432727)
O (2.515879, 1.303934, -2.906527)
O (-4.122804, 2.888337, -0.807542)
O (0.458047, -0.640580, -3.977201)
O (-1.948476, -0.303782, 0.883351)
O (-0.379030, -2.940309, -3.412110)
N (-0.550942, -2.360595, -2.118499)
N (-0.256020, 1.821272, -0.373563)
N (1.373106, -0.722285, -0.239751)
N (1.611233, 1.558882, -2.056058)
N (-1.517741, -0.986228, -0.216668)
C (1.541380, -0.668998, 0.926400)
C (0.759909, 2.739694, -0.229737)
C (2.513627, -0.824169, 5.024589)
C (-1.387797, -3.055491, -1.346650)
C (1.067299, -0.062511, 3.244782)
C (-1.881681, -2.286721, -0.239666)
C (2.910033, 3.558061, -1.364678)
C (1.898718, -0.707215, 2.319296)
C (3.362689, -1.484626, 4.114954)
C (1.753058, 2.656946, -1.216303)
C (0.710579, 3.734928, 0.886389)
C (1.377034, -0.107852, 4.626017)
C (3.039789, -1.419243, 2.749950)
C (-1.741650, -4.480459, -1.571384)
C (-2.759608, -2.890103, 0.799247)
C (-1.892601, 1.032045, -2.697031)
H (2.791260, -0.900405, 6.090228)
H (-4.660563, 2.091917, -0.563793)
H (2.702980, 4.519322, -0.896599)
H (-0.123995, -2.027926, -3.866645)
H (-2.217213, -3.676690, 1.341933)
H (-1.400431, -5.054438, -0.695923)
H (3.810948, 3.151345, -0.892293)
H (-3.054285, -2.090563, 1.474267)
H (-1.743346, 2.082207, -2.595382)
H (-3.246744, 2.754663, -0.412655)
H (-1.262811, -4.846020, -2.479255)
H (0.819961, 3.234497, 1.862100)
H (-1.645047, 0.707541, 0.693550)
H (4.250018, -2.046358, 4.411820)
H (-2.830492, -4.609708, -1.668238)
H (0.237726, -0.172099, -4.813408)
H (-3.649185, -3.352518, 0.349170)
H (1.512794, 4.468548, 0.779322)
H (0.189896, 0.456475, 2.917305)
H (-2.777512, 0.617479, -2.325195)
H (3.148146, 3.747555, -2.413198)
H (0.743112, 0.395401, 5.365760)
H (-0.260542, 4.247902, 0.889466)
H (3.622548, -1.899154, 1.970648)
H (-1.902658, 0.767199, -3.770174)

Forces on atoms 1 to 3 (eV/Å):
3.12 -3.03 -0.45
3.85 -0.69 -2.65
-2.53 1.57 3.08

Its LUMO energy (alpha / beta) is -6.96 / -6.97 eV. The value obtained for the highest occupied orbital energy (alpha / beta) is -0.4202 / -0.4200 Ha. As for the total charge: +1.

***

# 3
Computed, not measured: C12H4F2NNiO12S2 as an isolated structure at a distorted geometry, with wB97M-V/def2-TZVPD.

CARTESIAN COORDINATES (ANGSTROEM)
Ni (-0.212486, 0.125159, 0.219901)
S (4.251417, 1.661574, -1.949014)
S (4.544127, 1.660088, 0.374861)
F (4.416817, 0.285812, 1.138259)
F (3.034318, 1.367944, -2.978895)
O (1.377504, -4.347141, 7.640641)
O (-2.512562, -0.565622, -3.752994)
O (-2.658794, 2.286984, -3.105358)
O (-4.088471, 3.138381, -7.409157)
O (4.392047, 3.118044, -2.110106)
O (-0.506386, -0.379025, 4.487768)
O (5.227111, 0.716767, -2.372995)
O (-0.258672, -2.329734, 8.781135)
O (5.987323, 1.608631, 0.165011)
O (-4.315809, 0.356334, -7.993079)
O (0.047551, -2.812016, 3.429989)
O (4.080766, 2.567364, 1.464610)
N (3.400123, 1.130208, -0.740948)
C (-3.421297, 2.756305, -5.183033)
C (-0.144653, -2.385119, 7.504855)
C (-3.895323, 2.315943, -6.484708)
C (0.691470, -3.496796, 6.925582)
C (-2.896723, 0.358939, -4.624705)
C (0.253754, -2.680843, 4.657792)
C (-0.309107, -1.298155, 5.261560)
C (0.905628, -3.602626, 5.567334)
C (-0.658089, -1.363723, 6.718423)
C (-2.980784, 1.831731, -4.309011)
C (-3.357946, -0.223871, -5.819924)
C (-3.879603, 0.691206, -6.831951)
H (-3.334844, 3.818515, -5.007999)
H (-3.425496, -1.250343, -6.148835)
H (1.410565, -4.506923, 5.261284)
H (-1.163474, -0.553991, 7.223709)

Forces on atoms 1 to 3 (eV/Å):
-0.03 0.12 -0.38
-2.88 1.11 -5.52
-0.39 -1.21 6.66

Its LUMO energy (alpha / beta) is 2.83 / 2.79 eV. The value obtained for the highest occupied orbital energy (alpha / beta) is 0.0168 / 0.0166 Ha. As for the multiplicity: 3. As for the energy above the lowest of the compared OMol25 structures with the same formula, charge and spin: 840.5 kJ/mol. As for the total charge: -3.

***

# 4
Computed, not measured: C17H20IN8OPdSbSe4 as an isolated structure at a distorted geometry, with wB97M-V/def2-TZVPD.

CARTESIAN COORDINATES (ANGSTROEM)
I (3.247011, -4.735689, 2.331746)
Sb (6.024235, 1.914690, 1.007981)
Pd (1.549970, 0.652275, 1.045724)
Se (7.555446, 0.083483, 1.615322)
Se (3.602851, 1.167432, 0.897427)
Se (6.391174, 3.747757, 2.638743)
Se (6.932749, 2.864702, -1.125228)
O (1.216963, 3.281431, 1.187987)
N (1.093229, -2.369912, -0.384346)
N (-5.887544, -1.288350, -1.815534)
N (2.976079, 4.478157, 1.940927)
N (-5.486074, -0.140335, -1.422435)
N (2.028060, -1.451930, -0.086213)
N (-2.457694, 0.668908, -0.270029)
N (-0.572790, 0.193355, 0.756806)
N (-4.175387, 0.017024, -1.767527)
C (-2.480889, -1.498231, -2.866272)
C (1.261887, -3.530000, 0.286014)
C (-0.349776, 1.632297, -1.276505)
C (-4.752848, -3.226089, -2.959610)
C (2.168889, 2.611283, 3.297994)
C (2.387581, -3.348997, 1.047304)
C (-1.606703, -0.399255, 1.435527)
C (-4.847501, -1.947202, -2.404087)
C (1.695207, 1.163680, 3.057805)
C (2.093126, 3.466634, 2.033033)
C (-3.523394, -3.612293, -3.451485)
C (-2.781726, -0.121242, 0.812139)
C (2.831573, -2.038976, 0.791642)
C (-3.718312, -1.114282, -2.369017)
C (-2.405280, -2.768985, -3.411414)
C (-1.101600, 0.834737, -0.267489)
C (-3.409691, 1.117230, -1.257510)
H (3.192795, 2.628613, 3.675858)
H (-2.860011, 1.611353, -2.058449)
H (-0.478698, 1.235760, -2.290183)
H (-4.114442, 1.817852, -0.808508)
H (3.706090, -1.542446, 1.183938)
H (-3.796559, -0.415482, 1.021314)
H (-1.618267, -0.844641, -2.840075)
H (3.825623, 4.475409, 2.500643)
H (-3.416519, -4.599471, -3.882950)
H (-0.660217, 2.678557, -1.256234)
H (-5.616031, -3.876432, -2.991212)
H (0.582534, -4.361523, 0.203747)
H (-1.420848, -0.978260, 2.323932)
H (3.063669, 4.922352, 1.042359)
H (0.653487, 1.042261, 3.391257)
H (0.368053, -2.149324, -1.039345)
H (0.718137, 1.613531, -1.039611)
H (2.317659, 0.445463, 3.595439)
H (1.516666, 3.109104, 4.030114)
H (-1.461940, -3.115982, -3.811454)

Forces on atoms 1 to 3 (eV/Å):
-0.14 0.17 -0.17
0.38 -0.31 1.47
-3.74 -1.74 0.94

Its LUMO energy (alpha / beta) is 2.83 / 2.83 eV. The value obtained for the highest occupied orbital energy (alpha / beta) is 0.0218 / -0.0217 Ha. As for the multiplicity: 3. As for the total charge: -2.